(1)
Here is a 2-piece molecular cluster, F2H3N2PS overall at a distorted geometry from the OMol25 dataset. Energies are from ωB97M-V/def2-TZVPD.

Frontier orbital gap (spin up / spin down), eV: 6.66 / 6.66
Energy above the lowest of the compared OMol25 structures with the same formula, charge and spin, kcal/mol: 64.8

Structure (XYZ):
```
9
F2H3N2PS | the OMol25 dataset | ωB97M-V/def2-TZVPD
N -0.2447 0.0694 0.9357
N 0.5144 1.0333 0.7869
F 2.3820 -0.4952 -0.0184
F 0.9420 -0.6305 -2.9211
P 1.7325 0.9893 -0.6408
S 3.1858 2.3012 -0.4891
H 0.1170 -0.3813 -3.4446
H 0.2367 -0.8655 0.8496
H 0.0626 1.9070 1.0453
```

(2)
Here is a 2-piece molecular cluster, C4H14O2Si2 overall at a distorted geometry from the OMol25 dataset. Energies are from ωB97M-V/def2-TZVPD.

Frontier orbital gap (spin up / spin down), eV: 7.16 / 8.01
Energy above the lowest of the compared OMol25 structures with the same formula, charge and spin, kcal/mol: 106.6

Structure (XYZ):
```
22
C4H14O2Si2 | the OMol25 dataset | ωB97M-V/def2-TZVPD
C -2.2432 -0.1974 0.0651
C 0.2848 1.0617 1.8466
C -0.5944 2.4866 -0.7074
C 1.0088 -3.1217 0.9050
O 2.5239 -0.0153 -1.2760
O 0.3791 -0.6462 -2.5296
Si -0.5025 0.7189 0.0640
Si 1.0223 -0.6202 -1.0349
H -3.0056 0.5096 0.3567
H -2.3560 -0.3457 -1.0302
H -2.4953 -1.1246 0.5600
H -0.4743 1.7980 2.2912
H 0.2576 0.0025 2.2277
H 1.2165 1.6235 1.9426
H -0.8675 2.5297 -1.8678
H -1.2764 3.1236 -0.1458
H 0.4040 2.9556 -0.5812
H 1.3973 -3.8724 0.2067
H 1.7260 -2.7062 1.5768
H -0.0635 -3.0714 1.0378
H 3.2589 0.2601 -0.6618
H 0.3994 -1.3487 -3.2453
```

(3)
Here is one molecule with the formula C23H24ClO8PS at a distorted geometry from the OMol25 dataset. Energies are from ωB97M-V/def2-TZVPD.

Frontier orbital gap, eV: 7.87
SMILES: CCOc1cc2c(c(P(O)Cl)c1CCCCS(=O)(=O)O)C(=O)C(COc1ccccc1)=CC2=O

Structure (XYZ):
```
58
C23H24ClO8PS | the OMol25 dataset | ωB97M-V/def2-TZVPD
C 4.3666 -0.5433 2.6236
C 4.2640 -1.5659 1.4330
O 4.3613 -0.9770 0.1191
C 3.2875 -0.1274 -0.1545
C 3.5367 1.3146 0.0056
C 2.4462 2.2568 -0.2213
C 1.1204 1.7121 -0.6152
C 0.8588 0.2754 -0.7775
P -0.9048 -0.2433 -1.2337
O -1.1735 -1.6515 -0.3412
Cl -0.8869 -0.6286 -3.2950
C 1.9687 -0.6836 -0.5453
C 1.7805 -2.2400 -0.6599
C 1.4608 -2.7657 -2.1234
C 0.1989 -3.7005 -2.2451
C 0.1096 -4.8311 -1.1436
S -1.6356 -5.3632 -0.8560
O -2.4467 -4.2975 -0.2602
O -2.2759 -5.7758 -2.1012
O -1.6498 -6.6139 0.2329
C 0.0049 2.8039 -0.8084
O -0.8420 2.7632 -1.6644
C 0.1148 4.0135 0.1970
C -1.2442 4.5735 0.7319
O -1.7923 3.5172 1.5927
C -3.0764 3.1525 1.1935
C -4.1770 4.1159 1.3162
C -5.5405 3.7600 0.9494
C -5.9229 2.4253 0.4453
C -4.8028 1.4697 0.2961
C -3.4231 1.8252 0.6664
C 1.3289 4.5122 0.5546
C 2.6022 3.8093 -0.0323
O 3.6084 4.3931 -0.3461
H 3.6673 0.3255 2.5511
H 4.0803 -1.1096 3.5612
H 5.4382 -0.2354 2.7961
H 3.3574 -2.2103 1.5829
H 5.1513 -2.2568 1.5286
H 4.5281 1.7313 0.3126
H -1.6423 -1.3524 0.4614
H 2.7756 -2.6779 -0.3561
H 1.0494 -2.5734 0.1202
H 1.4321 -1.8688 -2.7975
H 2.3547 -3.3714 -2.4543
H -0.7848 -3.1726 -2.2743
H 0.2913 -4.2338 -3.2363
H 0.6077 -5.7472 -1.5816
H 0.6455 -4.6168 -0.1871
H -1.9418 -6.1942 1.0717
H -1.9908 4.7192 -0.0879
H -1.0908 5.4743 1.3785
H -3.9240 5.1325 1.7025
H -6.3572 4.5035 1.0838
H -6.9763 2.1652 0.1917
H -5.0811 0.4544 -0.0788
H -2.6378 1.0395 0.5321
H 1.4232 5.3903 1.2462
```

It is found that the total energy values, taken in the order of the records, are -28586.3563, -24224.5030, -73262.2571 eV.